The following is a quantum chemistry calculation of a molecular structure, H18O9 at a distorted geometry, from the Open Molecules 2025 dataset.

Properties
Electronic energy = -18711.6490 eV
Total charge = 0
Kohn-Sham gap = 8.0 eV
Strongest force on any atom = 0.167 Eh/bohr

Cartesian coordinates (Å):
O (-2.19, -0.60, 1.68)
H (-1.45, -1.12, 1.35)
H (-2.24, -0.83, 2.60)
O (1.00, 0.81, -2.15)
H (1.04, 0.64, -3.10)
H (1.01, -0.06, -1.75)
O (-1.28, 1.75, 1.31)
H (-0.92, 0.89, 1.09)
H (-1.70, 1.62, 2.16)
O (3.12, 1.66, -0.18)
H (3.94, 1.17, -0.23)
H (2.49, 1.03, 0.17)
O (-0.85, -1.55, -0.75)
H (-0.42, -2.28, -1.18)
H (-1.59, -1.34, -1.33)
O (-1.41, 2.26, -1.26)
H (-0.57, 2.45, -1.67)
H (-1.19, 2.09, -0.34)
O (-0.83, -2.39, 1.14)
H (-0.91, -2.03, 0.25)
H (-1.27, -3.24, 1.09)
O (-0.24, 0.43, 0.12)
H (-0.70, -0.23, -0.40)
H (0.69, 0.25, -0.05)
O (2.18, -0.09, 0.34)
H (2.26, -0.38, 1.25)
H (2.02, -0.90, -0.16)